i | DFT (ωB97M-V with the def2-TZVPD basis set) results for the molecule CH6N2O3S.

XYZ file:
```
13
CH6N2O3S ωB97M-V with the def2-TZVPD basis set
C -0.396 -0.417 -0.324
N 0.483 -1.658 0.000
N 0.279 0.776 0.072
O -2.919 1.468 -0.005
O -3.944 -0.794 0.468
O -1.603 -0.548 0.364
S -3.037 -0.148 -0.385
H -0.652 -0.333 -1.387
H 0.122 -2.566 -0.135
H 1.272 -1.672 -0.668
H -2.624 1.551 0.847
H 1.219 0.722 -0.261
H 0.243 0.979 1.015
```

Summary:
multiplicity: 1
LUMO energy: 0.7 eV
charge: 0

natural (NBO) atomic charge list, values in e, 6 entries: 0.39 -0.87 -0.84 -0.88 -0.91 -0.72

***

ii | DFT (ωB97M-V with the def2-TZVPD basis set) results for a cluster of 2 separate species, CH6N2O3S in total.

XYZ file:
```
13
CH6N2O3S ωB97M-V with the def2-TZVPD basis set
C 0.379 0.655 0.666
N 1.480 -1.521 -0.145
N 0.921 1.550 -0.156
O -2.079 0.818 0.316
O -0.806 -0.243 -1.481
O -1.296 -1.471 0.627
S -0.923 -0.274 -0.054
H 0.715 0.499 1.670
H 0.910 -1.788 -0.941
H 1.185 -2.130 0.618
H 0.604 1.457 -1.115
H 1.859 1.892 -0.008
H -2.948 0.556 0.003
```

Summary:
multiplicity: 1
LUMO energy (alpha / beta): 0.0 / -0.3 eV
charge: 0

natural (NBO) atomic charge list, values in e, 6 entries: -0.21 -0.81 -0.73 -0.91 -0.95 -0.92

***

Which of them is the least stable? Correct choice: ii.

***

i | DFT (ωB97M-V with the def2-TZVPD basis set) results for the ion C3HN4 with charge +1.

XYZ file:
```
8
C3HN4 ωB97M-V with the def2-TZVPD basis set
N -4.932 0.471 0.139
C -3.831 0.278 -0.040
C -2.249 0.148 -0.243
N -1.104 0.156 -0.081
N 0.149 0.347 -0.066
C 0.634 1.610 -0.028
N 1.047 2.669 0.019
H 0.805 -0.433 0.025
```

Summary:
multiplicity: 1
LUMO energy: -6.8 eV
SMILES string: N#CC#[N+]NC#N
charge: +1

natural (NBO) atomic charge list, values in e, 6 entries: -0.05 0.19 0.57 0.00 -0.38 0.32

***

ii | DFT (ωB97M-V with the def2-TZVPD basis set) results for the ion C3HN4 with charge +1.

XYZ file:
```
8
C3HN4 ωB97M-V with the def2-TZVPD basis set
N -4.662 0.353 0.352
C -3.575 0.304 -0.140
C -2.276 0.403 -0.328
N -0.876 -0.558 -0.107
N 0.112 0.184 -0.048
C -0.020 1.481 0.012
N -0.166 2.596 0.156
H 1.143 -0.218 0.026
```

Summary:
multiplicity: 1
LUMO energy (alpha / beta): -8.4 / -9.0 eV
SMILES string: N#CC#[N+]NC#N
charge: +1

natural (NBO) atomic charge list, values in e, 6 entries: 0.09 -0.01 0.31 0.09 -0.24 0.29

***

Which of them is the least stable? Correct choice: ii.

***

i | DFT (ωB97M-V with the def2-TZVPD basis set) results for a structure of composition C2H5N2S.

XYZ file:
```
10
C2H5N2S ωB97M-V with the def2-TZVPD basis set
C 2.967 -0.469 -0.040
C -0.332 0.599 -0.490
N 4.095 -0.243 -0.004
N -1.392 -0.100 0.300
S 1.112 0.865 0.179
H -0.611 0.807 -1.509
H 5.071 -0.027 0.029
H -1.522 -1.073 -0.014
H -2.301 0.381 0.228
H -1.087 -0.100 1.283
```

Summary:
multiplicity: 1
LUMO energy: -4.6 eV
charge: +1

natural (NBO) atomic charge list, values in e, 6 entries: 0.30 -0.36 -0.62 -0.71 0.32 0.23

***

ii | DFT (ωB97M-V with the def2-TZVPD basis set) results for a cluster of 2 separate species, C2H5N2S in total.

XYZ file:
```
10
C2H5N2S ωB97M-V with the def2-TZVPD basis set
C 0.094 -0.590 0.235
C -0.041 1.820 -0.047
N -0.119 -1.854 -0.082
N -0.593 0.551 -0.156
S -0.554 3.282 -0.150
H 1.127 -0.506 0.621
H 1.902 1.510 0.628
H 0.638 -2.452 0.117
H -1.006 -2.173 -0.490
H -1.447 0.411 -0.677
```

Summary:
multiplicity: 1
LUMO energy (alpha / beta): -5.4 / -5.5 eV
charge: +1

natural (NBO) atomic charge list, values in e, 6 entries: 0.43 -0.08 -0.66 -0.61 0.34 0.25

***

Which of them is the least stable? Correct choice: ii.

***

i | DFT (ωB97M-V with the def2-TZVPD basis set) results for a cluster of 2 separate species, C2H8NOS in total.

XYZ file:
```
13
C2H8NOS ωB97M-V with the def2-TZVPD basis set
C 0.441 1.532 0.128
C -0.373 0.275 -0.254
S -0.728 -0.743 1.197
N 1.757 1.240 0.715
H -0.185 2.035 0.869
H 0.621 2.263 -0.679
H 0.139 -0.362 -0.978
H -1.266 0.669 -0.743
H 2.301 0.732 0.022
H 1.513 0.498 1.384
H -1.576 -2.072 -0.099
H -1.072 -3.417 -0.622
O -1.571 -2.651 -0.940
```

Summary:
multiplicity: 1
LUMO energy: 4.2 eV
charge: -1

natural (NBO) atomic charge list, values in e, 6 entries: -0.23 -0.54 -0.67 -0.86 0.18 0.16

***

ii | DFT (ωB97M-V with the def2-TZVPD basis set) results for a cluster of 2 separate species, C2H8NOS in total.

XYZ file:
```
13
C2H8NOS ωB97M-V with the def2-TZVPD basis set
C -0.699 -0.627 1.995
S 0.937 -0.876 1.096
H -1.420 -0.306 1.237
H -0.498 0.180 2.712
H -1.065 -1.529 2.474
N -0.487 -0.255 -2.089
C -0.667 1.098 -1.547
O 0.197 1.505 -0.556
H -0.834 -0.946 -1.422
H 0.500 -0.469 -1.917
H -1.740 1.169 -1.156
H -0.684 1.801 -2.388
H 0.317 0.682 0.063
```

Summary:
multiplicity: 1
LUMO energy: 4.2 eV
charge: -1

natural (NBO) atomic charge list, values in e, 6 entries: -0.72 -0.68 0.18 0.19 0.18 -0.88

***

Which of them is the least stable? Correct choice: ii.

***

i | DFT (ωB97M-V with the def2-TZVPD basis set) results for a structure of composition C2H2F6KO7S2.

XYZ file:
```
20
C2H2F6KO7S2 ωB97M-V with the def2-TZVPD basis set
K 1.491 1.970 -1.127
C -1.404 1.197 2.972
F -0.824 -0.008 2.994
F -2.643 1.046 2.451
F -1.543 1.634 4.230
S -0.445 2.333 1.938
O -1.019 3.632 2.168
O 0.913 2.171 2.395
O -0.676 1.817 0.596
C -0.151 -2.518 -1.158
F -1.054 -1.629 -0.757
F -0.586 -3.722 -0.848
F -0.115 -2.463 -2.513
S 1.504 -2.212 -0.447
O 1.613 -0.773 -0.609
O 1.375 -2.671 0.888
O 2.353 -3.001 -1.306
O 0.311 1.101 -3.577
H 0.305 0.301 -4.113
H 0.597 1.796 -4.177
```

Summary:
multiplicity: 1
LUMO energy: 1.3 eV
charge: -1

Löwdin atomic charge list, values in e, 6 entries: 0.90 -0.67 0.13 0.10 0.12 0.42

***

ii | DFT (ωB97M-V with the def2-TZVPD basis set) results for a structure of composition C2H2F6KO7S2.

XYZ file:
```
20
C2H2F6KO7S2 ωB97M-V with the def2-TZVPD basis set
K -18.920 13.180 -6.752
C -19.808 13.330 -11.480
F -18.642 13.278 -12.166
F -19.775 14.477 -10.815
F -20.913 13.258 -12.367
S -20.029 11.806 -10.294
O -21.332 12.028 -9.682
O -19.958 10.570 -11.061
O -18.900 12.032 -9.365
C -17.992 17.137 -2.782
F -17.145 16.426 -1.960
F -19.276 16.644 -2.550
F -17.863 18.427 -2.593
S -17.555 16.694 -4.649
O -16.107 16.997 -4.776
O -17.889 15.282 -4.892
O -18.433 17.530 -5.472
O -18.689 15.412 -8.409
H -18.842 15.250 -9.339
H -17.870 15.908 -8.383
```

Summary:
multiplicity: 1
LUMO energy: 1.9 eV
charge: -1

natural (NBO) atomic charge list, values in e, 6 entries: 0.98 0.72 -0.33 -0.33 -0.35 2.31

***

Which of them is the least stable? Correct choice: ii.

***

i | DFT (ωB97M-V with the def2-TZVPD basis set) results for the molecule S2.

XYZ file:
```
2
S2 ωB97M-V with the def2-TZVPD basis set
S -0.933 0.624 -0.218
S 0.933 -0.624 0.218
```

Summary:
multiplicity: 1
LUMO energy: -3.6 eV
charge: 0

Population analysis type natural (NBO), resulting atomic charges in e: 0.00 0.00

***

ii | DFT (ωB97M-V with the def2-TZVPD basis set) results for the molecule S2.

XYZ file:
```
2
S2 ωB97M-V with the def2-TZVPD basis set
S 0.379 0.477 0.709
S -0.379 -0.477 -0.709
```

Summary:
multiplicity: 1
LUMO energy: -2.5 eV
charge: 0

Population analysis type natural (NBO), resulting atomic charges in e: 0.00 0.00

***

Which of them is the least stable? Correct choice: i.

***

i | DFT (ωB97M-V with the def2-TZVPD basis set) results for the molecule CH4INP2.

XYZ file:
```
9
CH4INP2 ωB97M-V with the def2-TZVPD basis set
C -0.428 0.876 0.683
P 1.345 0.260 0.794
N 1.238 -1.179 0.184
P 2.078 -2.568 0.017
I 4.525 -2.316 0.056
H -1.056 0.283 0.013
H -0.137 1.726 -0.042
H -1.000 1.164 1.534
H 1.861 -2.774 -1.297
```

Summary:
multiplicity: 1
LUMO energy: -0.7 eV
SMILES string: C/P=N/PI
charge: 0

natural (NBO) atomic charge list, values in e, 6 entries: -0.99 1.08 -1.26 0.71 -0.21 0.25

***

ii | DFT (ωB97M-V with the def2-TZVPD basis set) results for the molecule CH4INP2.

XYZ file:
```
9
CH4INP2 ωB97M-V with the def2-TZVPD basis set
C -0.567 -0.128 1.889
P 0.110 -1.077 0.486
N 0.015 -0.024 -0.733
P 0.044 0.130 -2.304
I 2.183 -0.553 -3.350
H -1.446 0.468 1.543
H 0.088 0.669 2.126
H -0.874 -0.911 2.633
H 0.447 1.427 -2.291
```

Summary:
multiplicity: 1
LUMO energy: -1.2 eV
SMILES string: C/P=N/PI
charge: 0

natural (NBO) atomic charge list, values in e, 6 entries: -1.03 1.07 -1.27 0.75 -0.23 0.26

***

Which of them is the least stable? Correct choice: ii.

***

i | DFT (ωB97M-V with the def2-TZVPD basis set) results for a cluster of 2 separate species, CHO4S in total.

XYZ file:
```
7
CHO4S ωB97M-V with the def2-TZVPD basis set
C 0.689 -1.259 0.992
O 0.541 0.987 -1.698
O 0.601 -1.418 2.215
O -1.787 0.218 -1.091
O -0.766 2.178 0.096
S -0.573 0.970 -0.725
H 1.296 -1.677 0.211
```

Summary:
multiplicity: 1
LUMO energy (alpha / beta): 4.0 / 4.0 eV
charge: -1

natural (NBO) atomic charge list, values in e, 6 entries: 0.28 -0.98 -0.56 -0.98 -0.97 2.10

***

ii | DFT (ωB97M-V with the def2-TZVPD basis set) results for the ion CHO4S with charge -1.

XYZ file:
```
7
CHO4S ωB97M-V with the def2-TZVPD basis set
O 1.929 0.454 -0.453
C 0.917 0.703 0.086
S -0.681 -0.579 -0.036
O -0.924 -0.488 -1.486
O -0.334 -1.892 0.538
O -1.740 0.046 0.732
H 0.832 1.756 0.619
```

Summary:
multiplicity: 1
LUMO energy: 4.1 eV
SMILES string: O=CS(=O)(=O)[O-]
charge: -1

natural (NBO) atomic charge list, values in e, 6 entries: -0.54 0.20 2.27 -1.00 -0.99 -1.03

***

Which of them is the least stable? Correct choice: i.